Entry 1:
Computed, not measured: C31H27Br2Cl48N3O2SSi as an isolated structure in a non-equilibrium geometry, with the ωB97M-V functional and the def2-TZVPD basis.

Each line ends with the Löwdin charge.
CARTESIAN COORDINATES (ANGSTROEM)
C (-1.784, 4.594, 2.693)  -0.06
C (-0.941, 4.681, 1.437)  -0.21
O (-1.274, 3.697, 0.425)  -0.08
C (-0.296, 2.743, 0.289)  -0.18
C (-0.574, 1.427, 0.806)  -0.08
C (-1.957, 1.174, 1.375)  -0.08
C (-2.802, 0.634, 0.185)  -0.22
O (-4.201, 0.829, 0.300)  -0.19
Si (-4.849, 2.307, -0.131)  0.45
C (-6.610, 1.930, -0.682)  -0.18
C (-5.000, 3.534, 1.295)  -0.15
C (-3.998, 3.151, -1.585)  -0.14
C (0.376, 0.434, 0.757)  -0.16
C (0.148, -0.924, 1.292)  -0.66
Br (0.079, -1.116, 3.203)  0.74
C (0.017, -1.998, 0.516)  -0.74
C (0.084, -1.921, -0.982)  -0.10
Br (-0.261, -3.725, 1.250)  0.72
C (1.630, 0.739, 0.135)  -0.31
N (2.637, -0.125, 0.007)  -0.19
S (3.781, 0.674, -0.797)  0.96
N (3.088, 2.111, -0.988)  -0.18
C (1.878, 2.026, -0.415)  -0.28
C (0.895, 3.055, -0.320)  -0.07
C (1.077, 4.456, -0.878)  -0.07
C (1.924, 4.534, -2.127)  -0.44
C (1.521, 3.757, -3.338)  -0.04
N (2.960, 5.267, -2.180)  0.11
H (-2.806, 4.907, 2.504)  0.06
H (-1.726, 3.632, 3.193)  0.08
H (-1.379, 5.328, 3.393)  0.08
H (-1.082, 5.667, 0.994)  0.13
H (0.101, 4.552, 1.725)  0.12
H (-1.843, 0.358, 2.077)  0.06
H (-2.386, 2.058, 1.824)  0.09
H (-2.393, 0.964, -0.772)  0.11
H (-2.656, -0.449, 0.212)  0.12
H (-7.206, 2.828, -0.812)  0.04
H (-7.025, 1.260, 0.074)  0.04
H (-6.505, 1.364, -1.609)  -0.02
H (-4.443, 3.267, 2.189)  0.02
H (-4.757, 4.537, 0.945)  0.03
H (-6.053, 3.580, 1.583)  0.03
H (-3.505, 4.077, -1.297)  0.02
H (-3.323, 2.514, -2.155)  0.03
H (-4.785, 3.440, -2.287)  0.03
H (-0.031, -2.887, -1.460)  0.07
H (1.025, -1.462, -1.268)  0.07
H (-0.723, -1.283, -1.347)  0.08
H (1.439, 5.134, -0.108)  0.12
H (0.071, 4.782, -1.154)  0.13
H (0.747, 3.022, -3.122)  0.08
H (1.145, 4.447, -4.094)  0.09
H (2.369, 3.243, -3.777)  0.03
H (3.087, 5.718, -1.274)  0.05
C (-3.624, -6.685, 1.070)  -2.01
Cl (-3.764, -6.098, -0.589)  0.54
Cl (-1.924, -6.897, 1.496)  0.52
Cl (-4.346, -5.505, 2.164)  0.46
Cl (-4.458, -8.239, 1.216)  0.48
C (8.203, -0.619, -0.488)  -2.02
Cl (8.111, -1.942, -1.651)  0.52
Cl (9.083, 0.739, -1.194)  0.50
Cl (6.559, -0.082, -0.068)  0.47
Cl (9.037, -1.174, 0.967)  0.54
C (6.148, 3.407, -4.152)  -2.03
Cl (4.814, 2.763, -5.120)  0.54
Cl (5.679, 4.938, -3.440)  0.54
Cl (6.530, 2.279, -2.850)  0.49
Cl (7.569, 3.590, -5.211)  0.49
C (-8.585, -4.800, 2.249)  -2.05
Cl (-7.572, -6.063, 1.547)  0.50
Cl (-7.782, -3.236, 2.062)  0.52
Cl (-10.148, -4.764, 1.424)  0.53
Cl (-8.833, -5.135, 3.966)  0.49
C (3.335, -2.890, 4.879)  -2.05
Cl (1.888, -2.934, 5.898)  0.47
Cl (4.653, -3.734, 5.699)  0.53
Cl (2.993, -3.680, 3.339)  0.52
Cl (3.800, -1.210, 4.591)  0.52
C (-10.970, -7.233, 7.049)  -2.06
Cl (-11.826, -6.064, 8.059)  0.52
Cl (-10.957, -8.807, 7.849)  0.53
Cl (-11.783, -7.370, 5.487)  0.52
Cl (-9.308, -6.687, 6.798)  0.50
C (-2.806, -4.210, 6.293)  -2.03
Cl (-2.749, -5.586, 7.399)  0.53
Cl (-1.208, -3.459, 6.182)  0.48
Cl (-3.275, -4.760, 4.680)  0.48
Cl (-3.977, -3.025, 6.883)  0.53
C (11.373, -2.714, -3.813)  -2.06
Cl (10.036, -3.280, -4.822)  0.52
Cl (10.972, -1.131, -3.147)  0.49
Cl (11.634, -3.856, -2.490)  0.52
Cl (12.840, -2.597, -4.790)  0.53
C (-3.528, -12.283, -0.714)  -2.04
Cl (-4.955, -12.820, -1.608)  0.52
Cl (-3.858, -10.716, 0.042)  0.46
Cl (-3.132, -13.470, 0.534)  0.52
Cl (-2.164, -12.119, -1.824)  0.52
C (-8.734, 0.574, -4.368)  -2.06
Cl (-7.016, 0.995, -4.348)  0.53
Cl (-8.910, -1.170, -4.588)  0.52
Cl (-9.469, 1.052, -2.840)  0.53
Cl (-9.528, 1.419, -5.701)  0.52
C (9.309, 6.974, -2.180)  -2.04
Cl (9.041, 5.635, -3.294)  0.46
Cl (10.124, 8.291, -3.032)  0.52
Cl (7.759, 7.549, -1.553)  0.52
Cl (10.320, 6.430, -0.834)  0.52
C (13.236, 5.798, -4.838)  -2.06
Cl (13.001, 7.278, -5.775)  0.52
Cl (13.576, 6.215, -3.155)  0.52
Cl (11.770, 4.818, -4.911)  0.50
Cl (14.595, 4.887, -5.506)  0.52

**F_max**: 1.43 eV/A
**Molecular weight**: 2395.28 g mol⁻¹
**Highest occupied orbital energy**: -8.92 eV
**Spin multiplicity**: 1



Entry 2:
Computed, not measured: C31H27Cl2IrNO3P as an isolated structure in a non-equilibrium geometry, with the ωB97M-V functional and the def2-TZVPD basis.

Each line ends with the natural charge from an NBO analysis.
CARTESIAN COORDINATES (ANGSTROEM)
Ir (0.609, 0.869, -0.995)  1.11
C (3.005, 1.182, -2.832)  -0.52
C (3.374, -0.294, -2.940)  -0.23
C (4.807, -0.447, -3.449)  -0.61
C (3.257, -0.951, -1.564)  -0.09
C (3.591, -2.453, -1.503)  -0.09
O (2.625, -2.972, -0.586)  -0.43
C (1.712, -2.045, -0.378)  0.62
N (1.914, -0.916, -0.975)  -0.50
C (0.666, -2.375, 0.586)  -0.05
C (1.040, -3.267, 1.596)  -0.15
C (0.162, -3.597, 2.609)  -0.16
C (-1.126, -3.084, 2.602)  -0.15
C (-1.523, -2.229, 1.586)  -0.19
C (-0.630, -1.836, 0.592)  -0.37
P (-1.231, -0.686, -0.685)  1.20
C (-2.706, -1.543, -1.334)  -0.38
C (-3.982, -1.249, -0.858)  -0.20
C (-5.050, -2.024, -1.274)  -0.18
C (-4.860, -3.062, -2.172)  -0.14
C (-3.592, -3.337, -2.661)  -0.21
C (-2.513, -2.578, -2.247)  -0.13
C (-1.894, 0.797, 0.156)  -0.43
C (-1.859, 1.029, 1.532)  -0.20
C (-2.364, 2.216, 2.037)  -0.19
C (-2.929, 3.157, 1.186)  -0.16
C (-2.984, 2.924, -0.183)  -0.22
C (-2.444, 1.764, -0.705)  -0.15
H (3.097, 1.677, -3.794)  0.26
H (3.649, 1.693, -2.119)  0.23
H (1.936, 1.300, -2.506)  0.10
H (2.691, -0.787, -3.640)  0.22
H (5.517, -0.039, -2.734)  0.22
H (4.926, 0.084, -4.388)  0.24
H (5.052, -1.491, -3.618)  0.22
H (3.909, -0.394, -0.875)  0.22
H (4.589, -2.661, -1.117)  0.23
H (3.458, -2.964, -2.463)  0.21
H (2.037, -3.681, 1.583)  0.25
H (0.480, -4.261, 3.398)  0.25
H (-1.822, -3.350, 3.383)  0.25
H (-2.538, -1.852, 1.565)  0.24
H (-4.142, -0.439, -0.159)  0.23
H (-6.037, -1.815, -0.892)  0.24
H (-5.702, -3.651, -2.500)  0.24
H (-3.443, -4.139, -3.366)  0.24
H (-1.521, -2.785, -2.622)  0.21
H (-1.438, 0.287, 2.195)  0.24
H (-2.328, 2.415, 3.097)  0.24
H (-3.337, 4.066, 1.597)  0.24
H (-3.448, 3.644, -0.838)  0.25
H (-2.481, 1.570, -1.771)  0.22
Cl (0.734, 5.264, 5.175)  0.10
C (0.816, 4.060, 3.975)  -0.07
C (0.953, 2.716, 4.353)  -0.17
C (1.040, 1.739, 3.396)  -0.13
Cl (1.154, 0.087, 3.805)  0.06
C (1.019, 2.050, 1.980)  0.47
O (1.190, 1.120, 1.155)  -0.68
C (0.811, 3.436, 1.627)  -0.28
C (0.655, 3.817, 0.243)  0.46
O (0.628, 3.084, -0.741)  -0.64
C (0.723, 4.403, 2.627)  -0.15
H (0.984, 2.462, 5.401)  0.26
H (0.542, 4.901, 0.079)  0.19
H (0.574, 5.440, 2.368)  0.25

**F_max**: 3.90 eV/A
**Molecular weight**: 755.66 g mol⁻¹
**Highest occupied orbital energy (spin up / spin down)**: -13.23 / -13.32 eV
**Spin multiplicity**: 1
**Total charge**: +2
**ΔE to the lowest compared entry with this formula, charge and spin**: 3.997 eV



Entry 3:
Computed, not measured: C31H27CrN2O3 as an isolated structure in a non-equilibrium geometry, with the ωB97M-V functional and the def2-TZVPD basis.

Each line ends with the natural charge from an NBO analysis.
CARTESIAN COORDINATES (ANGSTROEM)
C (2.162, -3.515, -1.324)  -0.43
C (2.096, -2.082, -0.864)  -0.30
N (0.872, -1.378, -1.244)  -0.17
C (-0.178, -2.119, -1.119)  0.43
C (-1.591, -1.564, -1.180)  -0.46
C (-2.474, -2.792, -0.910)  -0.42
C (-1.547, -4.028, -0.847)  -0.24
N (-0.219, -3.454, -0.901)  -0.16
C (0.948, -4.301, -0.852)  -0.25
H (2.202, -3.543, -2.417)  0.23
H (3.069, -3.974, -0.922)  0.26
H (2.184, -2.046, 0.236)  0.25
H (2.886, -1.467, -1.293)  0.25
H (-1.677, -0.770, -0.423)  0.24
H (-1.776, -1.082, -2.152)  0.28
H (-3.011, -2.661, 0.041)  0.23
H (-3.209, -2.930, -1.711)  0.25
H (-1.706, -4.629, 0.064)  0.25
H (-1.724, -4.684, -1.721)  0.25
H (0.779, -5.187, -1.483)  0.25
H (1.129, -4.652, 0.179)  0.25
O (-2.400, -1.965, 3.687)  -0.42
C (-2.127, -0.829, 3.679)  0.75
Cr (-1.413, 0.946, 3.627)  -0.67
C (-0.118, 0.047, 2.569)  0.77
O (0.633, -0.600, 1.954)  -0.47
C (-0.267, 0.417, 5.060)  0.75
O (0.476, -0.043, 5.829)  -0.38
C (-2.837, 2.209, 4.670)  -0.21
C (-3.443, 1.744, 3.497)  -0.15
C (-2.782, 1.863, 2.273)  -0.16
C (-1.539, 2.527, 2.183)  -0.02
C (-0.780, 2.361, 0.968)  -0.13
C (-0.085, 1.886, 0.078)  0.17
C (0.695, 1.600, -1.029)  -0.09
C (2.136, 1.609, -0.822)  0.01
C (2.629, 2.137, 0.401)  -0.21
C (3.979, 2.029, 0.739)  -0.19
C (4.892, 1.410, -0.128)  -0.18
C (4.430, 0.963, -1.371)  -0.21
C (3.094, 1.121, -1.735)  -0.22
C (-0.012, 1.530, -2.300)  -0.11
C (-1.291, 2.147, -2.381)  -0.18
C (-2.036, 2.109, -3.561)  -0.21
C (-1.532, 1.479, -4.706)  -0.18
C (-0.271, 0.872, -4.637)  -0.22
C (0.446, 0.851, -3.443)  -0.13
C (-0.938, 3.000, 3.374)  -0.20
C (-1.616, 2.892, 4.592)  -0.13
H (-3.327, 2.053, 5.647)  0.28
H (-4.399, 1.224, 3.539)  0.28
H (-3.178, 1.409, 1.360)  0.26
H (1.923, 2.650, 1.058)  0.21
H (4.327, 2.426, 1.690)  0.23
H (5.937, 1.274, 0.154)  0.24
H (5.113, 0.504, -2.084)  0.23
H (2.813, 0.890, -2.755)  0.22
H (-1.659, 2.683, -1.502)  0.22
H (-3.014, 2.588, -3.592)  0.23
H (-2.114, 1.449, -5.629)  0.24
H (0.165, 0.407, -5.519)  0.23
H (1.366, 0.274, -3.401)  0.20
H (0.070, 3.421, 3.317)  0.28
H (-1.160, 3.293, 5.496)  0.28

**F_max**: 4.89 eV/A
**Molecular weight**: 527.56 g mol⁻¹
**Highest occupied orbital energy (spin up / spin down)**: -12.02 / -13.72 eV
**Spin multiplicity**: 4
**Total charge**: +2